# 1
# C23H27BrN6O5

A cluster of 2 separate species, C23H27BrN6O5 in total in a non-equilibrium geometry (ωB97M-V/def2-TZVPD, OMol25).

Structure (XYZ):
```
62
Properties=species:S:1:pos:R:3:mulliken_charge:R:1
O 2.382 7.416 -1.634 -0.61
C -0.314 -1.111 3.428 -0.48
Br 7.301 9.937 0.898 -0.19
O -1.773 -7.682 -3.658 -0.67
H -4.128 -7.233 -1.684 0.27
H -0.165 -1.855 4.205 0.40
H 5.469 10.684 -1.303 0.39
N -0.712 1.843 0.506 -0.72
H 2.091 8.038 -2.324 0.33
H 2.044 2.220 2.071 0.22
H -3.806 -8.585 1.302 0.30
H -0.542 -6.301 -2.229 0.22
H -2.259 -1.863 2.860 0.46
H -3.091 -2.227 -0.372 0.38
C 5.286 7.893 0.619 -0.55
C 0.668 -0.141 3.192 -1.00
H -1.699 -2.999 0.425 0.51
H -3.651 -4.428 -1.431 0.27
H 0.034 5.386 -0.928 0.39
H 5.816 7.427 1.448 0.53
H 0.788 4.206 -2.027 0.35
H 3.477 9.641 -2.319 0.24
C 0.924 3.691 0.050 0.92
N 1.151 1.875 1.723 -0.01
C -3.806 -6.958 -2.685 -0.93
H -2.400 -9.641 1.057 0.35
H -1.409 -7.953 -0.202 0.31
C -0.713 0.805 1.431 0.76
H -2.604 -0.139 1.073 0.45
N 2.034 4.192 0.547 -0.84
C 3.973 9.137 -1.495 -0.72
C -1.495 -1.116 2.669 -0.59
C -1.696 -0.154 1.665 -0.74
H -2.391 -8.423 2.356 0.29
C 4.149 7.273 0.061 -0.28
H 2.176 5.828 -0.724 0.58
H -0.776 3.846 -1.266 0.33
C 5.759 9.113 0.130 -0.12
C 0.422 2.483 0.716 0.19
H -1.276 -2.988 -1.772 0.39
C -2.562 -6.379 0.309 0.17
H -4.223 -7.670 -3.398 0.33
H -0.946 -5.195 -0.313 0.41
H -3.360 -3.503 0.809 0.41
O -1.968 -3.529 -2.158 -0.60
N -1.517 -6.284 -1.974 -0.13
N -2.144 -7.649 0.418 -0.09
C 0.445 0.806 2.195 0.62
N 2.602 5.336 0.061 0.09
C 5.099 9.734 -0.928 -0.42
O 4.253 5.501 1.598 -0.65
C 0.197 4.322 -1.114 -1.54
C -2.635 -4.198 -1.111 0.42
H -4.164 -5.963 -2.938 0.25
C 3.687 5.988 0.622 0.58
O -3.486 -5.954 0.991 -0.66
C -2.695 -3.166 0.016 -1.75
C -2.294 -6.990 -2.799 0.67
C -1.885 -5.508 -0.766 -0.22
H 1.581 -0.121 3.779 0.38
C 3.494 7.918 -1.014 1.25
C -2.716 -8.634 1.336 -0.92
```

Kohn-Sham gap: 7.92 eV
SMILES string: C/C(=N\NC(=O)c1cc(Br)ccc1O)c1nc2ccccc2[nH]1.CNC(=O)[C@@H](NC(C)=O)[C@@H](C)O
E: -113510.492 eV

# 2
# C30H64BO13PS6

A cluster of 7 separate species, C30H64BO13PS6 in total in a non-equilibrium geometry (ωB97M-V/def2-TZVPD, OMol25).

Structure (XYZ):
```
115
Properties=species:S:1:pos:R:3:mulliken_charge:R:1
O -7.526 -1.025 8.528 -0.68
H -7.795 5.603 2.197 0.30
S 2.018 1.826 -0.609 1.33
H -0.142 -1.528 2.207 -0.41
C -1.342 -0.631 -3.074 -0.23
O -8.226 4.554 5.110 -0.60
C -7.132 6.377 2.589 -0.59
C -2.914 -2.143 4.094 -0.83
C 1.746 -0.168 1.076 -1.11
C -6.505 0.819 5.986 -0.46
H 5.610 -1.940 -4.373 0.27
C -3.425 -1.904 -3.028 -0.73
H -0.338 0.176 0.627 -0.34
H 7.032 -4.259 -2.240 0.31
B 3.088 -0.300 -4.337 0.08
H -3.767 -2.818 4.093 0.52
H -8.120 2.277 8.575 0.39
H 9.773 -2.002 -4.008 0.37
S -1.685 -0.808 -1.333 1.43
O 3.212 2.519 -0.197 -0.72
H 2.757 -2.063 -1.893 0.01
H -7.300 8.397 3.338 0.30
O -3.725 0.377 4.360 -0.66
H -2.104 -3.000 2.290 0.18
O 6.967 -2.307 -2.864 -0.42
H 3.735 0.974 -2.812 0.14
H -8.735 7.868 5.171 0.34
H 11.840 -2.193 -5.193 0.32
O 7.771 -2.540 -6.637 -0.67
H -1.485 -2.729 -3.538 0.21
H -3.940 -2.833 -3.267 0.38
C 6.477 -3.631 -2.934 -0.32
H -2.613 -1.922 5.118 0.38
O -6.260 0.753 9.729 -0.69
C 2.341 -2.760 -2.611 -0.93
H 4.883 0.839 -4.110 0.41
C 6.138 -1.404 -3.575 -0.56
H 2.558 0.478 -5.073 -0.13
S -7.538 5.821 5.118 1.17
C 3.069 -3.208 -5.453 -1.08
H 1.608 -0.450 -1.071 -0.25
P 2.243 -2.032 -4.305 0.16
H -0.265 -0.644 -3.210 -0.35
C 0.735 2.048 0.637 -1.26
C -2.054 -1.815 -3.716 -0.44
H 10.420 -1.289 -7.746 0.29
H 10.855 -4.155 -6.742 0.34
H -7.151 0.025 5.602 0.31
C 0.455 0.653 1.206 0.34
C 5.146 -0.706 -2.659 -0.03
S -3.419 -0.597 3.341 1.30
H -1.761 0.320 -3.398 0.39
H 6.798 -0.663 -4.034 0.25
H -5.972 4.820 3.646 0.37
C 11.113 -1.565 -5.710 -0.75
H 2.492 0.183 1.792 0.38
S 8.924 -3.065 -5.947 1.24
H 5.726 -0.134 -1.929 0.41
C -7.359 1.973 6.528 -0.47
H 6.602 -4.032 -3.943 0.21
H 1.324 -2.992 -2.293 0.36
H 4.599 -1.449 -2.087 0.03
H -2.138 -1.682 -4.793 0.43
H 1.135 2.732 1.384 0.40
O 8.792 -4.217 -5.092 -0.68
H 3.556 -2.659 -6.258 0.38
H 11.964 -2.134 -7.645 0.36
C -6.349 5.831 3.777 -0.69
S -6.870 0.260 8.519 1.22
C -7.997 1.490 7.836 -0.84
H -6.725 2.838 6.726 0.21
H 1.574 -1.228 1.263 0.36
C -3.185 -1.789 -1.516 -0.87
C -1.738 -2.603 3.239 -0.71
C 2.239 0.066 -0.345 0.20
C -1.842 -0.228 2.566 -0.62
H -5.540 6.499 4.072 0.38
C -5.697 0.299 7.166 -0.74
H 9.788 -3.641 -8.079 0.40
H 2.320 -3.855 -5.902 0.37
H -8.704 7.887 2.411 0.32
H -8.119 2.287 5.815 0.35
H 5.414 -3.661 -2.667 -0.04
C -7.959 7.552 3.131 -0.60
H -0.127 2.494 0.148 0.36
H -5.849 1.134 5.180 0.26
O -4.392 -0.881 2.314 -0.71
H 11.458 -0.535 -5.636 0.34
H -0.360 -1.075 3.899 0.32
H -2.012 -0.222 1.493 0.03
H 3.816 -3.817 -4.943 0.25
O -6.930 6.292 6.334 -0.71
O -1.998 0.470 -0.739 -0.76
C 9.734 -1.726 -5.058 -0.52
H -4.901 0.989 7.444 0.36
H -2.991 -2.755 -1.053 0.38
C -0.886 -1.352 2.983 0.29
H 3.287 -0.177 -0.509 0.35
H 0.120 0.718 2.242 0.52
H 2.908 -3.692 -2.586 0.52
O -0.659 -1.627 -0.719 -0.55
O 1.473 2.056 -1.923 -0.65
C 10.990 -2.022 -7.171 -0.57
H -9.587 6.605 4.250 0.36
H -1.170 -3.388 3.734 0.43
C 10.237 -3.348 -7.133 -0.77
H -4.058 -1.081 -3.365 0.31
H -5.292 -0.702 7.033 0.40
H -1.511 0.754 2.894 0.62
H -6.466 6.685 1.785 0.35
C 4.242 0.238 -3.450 -0.70
H 9.110 -0.843 -5.184 0.31
H -8.948 0.987 7.671 0.39
C -8.625 7.082 4.429 -0.71
H -3.984 -1.279 -0.983 0.39
```

Kohn-Sham gap: 7.98 eV
SMILES string: O=S1(=O)CCCC1.O=S1(=O)CCCC1.O=S1(=O)CCCC1.O=S1(=O)CCCC1.O=S1(=O)CCCC1.O=S1(=O)CCCC1.COCCCBP(C)C
E: -133738.875 eV

# 3
# C20H21N3O3

The molecule C20H21N3O3 in a non-equilibrium geometry (ωB97M-V/def2-TZVPD, OMol25).

Structure (XYZ):
```
47
Properties=species:S:1:pos:R:3:mulliken_charge:R:1
C 0.457 1.381 -2.295 -0.64
C 0.504 -0.815 1.298 0.19
H -2.816 -3.219 0.587 0.32
C 5.900 2.534 2.428 -0.84
C 4.083 -0.052 0.635 -0.70
H -2.775 1.095 -3.218 0.29
O -1.551 -1.263 1.588 -0.17
C -4.316 0.301 -0.972 -0.89
C -1.884 -3.121 0.028 -0.88
H -3.147 -0.996 0.173 0.26
H 1.135 1.830 -0.315 0.61
C -1.029 -2.093 0.667 0.68
H 5.783 2.221 3.470 0.34
H 3.455 2.203 3.096 0.40
C -0.997 1.713 -0.418 -0.26
O -3.539 -1.534 -2.905 -0.68
H 5.287 3.422 2.242 0.34
H 4.892 -0.369 -0.003 0.44
C -2.112 1.508 -1.220 0.67
H -1.345 -4.070 0.074 0.41
C 4.326 0.980 1.547 1.03
H -3.410 1.633 0.465 0.38
C 2.051 0.816 2.305 -0.74
C -1.924 1.253 -2.573 -0.26
C 0.279 1.660 -0.951 -0.50
N -0.541 -0.439 1.991 -0.57
H -1.124 1.914 0.637 0.34
C 3.296 1.409 2.383 -0.38
H 2.647 -1.434 -0.144 0.54
H -0.520 0.965 -4.154 0.41
C -3.141 -1.682 -1.767 0.66
H 6.945 2.773 2.239 0.24
N -3.553 -0.906 -0.744 -0.11
C -0.649 1.180 -3.104 -0.75
H -5.229 0.276 -0.367 0.37
H -2.529 -3.694 -1.948 0.36
H -1.213 -2.530 -1.932 0.31
C -2.154 -2.799 -1.446 -0.64
H -4.595 0.295 -2.027 0.50
H -4.033 2.429 -0.985 0.36
C -3.495 1.549 -0.622 -1.03
N 0.224 -1.860 0.454 -0.50
C 2.843 -0.641 0.560 -0.21
H 1.249 1.144 2.946 0.46
C 1.811 -0.210 1.395 -0.12
H 1.453 1.324 -2.708 0.42
O 5.582 1.491 1.537 -0.46
```

Kohn-Sham gap: 9.17 eV
SMILES string: COc1ccc(-c2noc(CCC(=O)NCCc3ccccc3)n2)cc1
E: -31693.604 eV